[1]
The following is a quantum chemistry calculation of a cluster of 2 separate species, C4H8ClF in total at a distorted geometry, from the OMol25 dataset.

Output
SMILES: C=C(Cl)CC.F
E_tot: -717.21177 hartree
M: 110.559 g mol⁻¹
highest occupied orbital energy: -10.0 eV
total charge: 0
multiplicity: 1

Element x y z (Å)
1 C 1.17404 -0.36103 -1.06265
2 C -0.63904 0.19344 1.66043
3 C 0.66282 0.89611 -0.28212
4 C -0.60513 0.63677 0.44466
5 F -1.86553 -2.01417 -0.06712
6 Cl -2.13140 0.80600 -0.43791
7 H 1.11019 -1.26435 -0.34438
8 H 2.25664 -0.44870 -1.28593
9 H 0.68642 -0.45483 -2.10080
10 H -1.48232 -0.15192 2.22034
11 H -1.53916 -1.17863 -0.33952
12 H 0.26321 0.47657 2.07612
13 H 1.40984 1.19008 0.48591
14 H 0.69942 1.67466 -0.96702



[2]
The following is a quantum chemistry calculation of a cluster of 4 separate species, C4H8ClF2N in total at a distorted geometry, from the OMol25 dataset.

Output
E_tot: -871.59712 hartree
M: 143.564 g mol⁻¹
highest occupied orbital energy: -8.8 eV
total charge: 0
multiplicity: 1

Element x y z (Å)
1 C -2.31678 -1.09616 -1.18010
2 C -0.15501 -0.75201 -0.26144
3 C 0.23503 -2.08524 0.44085
4 C 0.71292 0.36152 0.42010
5 H -3.14158 0.29128 -1.77024
6 H -3.23966 -2.21511 -0.54951
7 H -1.39693 -1.91562 -2.36057
8 H -2.05102 -0.42231 0.51262
9 H 0.10866 -0.87878 -1.30177
10 H 1.31975 -2.25171 0.05714
11 H -0.50505 -2.97819 0.45958
12 H 0.42231 -1.61380 1.48417
13 N -1.48924 -0.38309 -0.32101
14 F 2.04918 0.12014 0.29619
15 F 0.53826 0.51515 1.75875
16 Cl 0.28025 1.78704 -0.54678



[3]
The following is a quantum chemistry calculation of a cluster of 2 separate species, C4H8ClF2N in total at a distorted geometry, from the OMol25 dataset.

Output
E_tot: -871.76522 hartree
M: 143.564 g mol⁻¹
highest occupied orbital energy (spin up / spin down): -7.7 / -7.1 eV
total charge: 0
multiplicity: 1

Element x y z (Å)
1 C -0.47358 1.50849 2.01753
2 C -0.84253 0.86865 0.72629
3 C 0.50508 -1.05004 -2.08561
4 C 0.38754 0.22748 0.07176
5 N 0.36559 -2.34815 -1.68299
6 F 0.92731 -0.75265 0.84629
7 F 1.34205 1.16432 -0.22792
8 Cl -0.83544 -0.41980 -2.98520
9 H -0.18610 0.84601 2.89375
10 H 0.38264 2.13509 1.98386
11 H -1.32164 1.94570 2.46594
12 H -1.55545 0.06917 0.90239
13 H -0.93883 1.68713 0.08955
14 H 1.54177 -0.60908 -2.32349
15 H 1.22169 -2.69754 -1.30266
16 H -0.52009 -2.57481 -1.38950



[4]
The following is a quantum chemistry calculation of the molecule C4H8ClN at a distorted geometry, from the OMol25 dataset.

Output
SMILES: C=C(Cl)N(C)C
E_tot: -672.08313 hartree
M: 105.568 g mol⁻¹
highest occupied orbital energy: -7.8 eV
total charge: 0
multiplicity: 1

Element x y z (Å)
1 C -1.45520 1.81359 -0.14809
2 C -1.41144 0.39965 -0.05147
3 C -0.19421 -1.67568 0.43775
4 C 0.91375 0.27570 -0.43540
5 N -0.24640 -0.35032 -0.05820
6 Cl -2.94705 -0.29392 -0.10716
7 H -2.44695 2.17265 -0.12057
8 H -0.53292 2.40959 -0.14403
9 H 0.37196 -1.76804 1.46547
10 H -1.20638 -2.17986 0.48871
11 H 0.29790 -2.38092 -0.12090
12 H 1.03628 1.08359 0.26502
13 H 1.72679 -0.35831 -0.47096
14 H 0.79031 0.56233 -1.49506